Density functional theory data (ωB97M-V/def2-TZVPD) for a cluster of 6 separate species, C17H46ClN2O9 in total in a non-equilibrium geometry.

Atoms and positions in Å:
1 Cl -0.29 1.79 -0.35
2 O -0.86 0.73 -1.15
3 O -0.82 1.79 0.98
4 O 1.17 1.50 -0.32
5 O -0.64 3.05 -1.01
6 C -4.37 -0.32 1.14
7 C -4.10 -1.70 0.52
8 C -4.96 -1.97 -0.65
9 O -2.81 -1.75 -0.08
10 H -5.44 -0.16 1.45
11 H -4.26 0.34 0.27
12 H -3.71 0.01 1.92
13 H -4.17 -2.45 1.28
14 H -6.02 -1.89 -0.40
15 H -4.68 -2.95 -1.04
16 H -4.58 -1.26 -1.35
17 H -2.18 -1.09 0.26
18 C 2.70 4.71 -0.12
19 C 2.79 4.18 1.34
20 C 1.53 4.55 2.19
21 O 3.20 2.87 1.47
22 H 3.64 4.87 -0.67
23 H 2.10 5.63 -0.11
24 H 1.98 4.16 -0.73
25 H 3.62 4.80 1.78
26 H 1.32 5.60 2.04
27 H 1.62 4.39 3.27
28 H 0.69 3.97 1.82
29 H 2.63 2.29 0.90
30 C -3.22 1.58 -3.42
31 C -3.59 3.07 -2.96
32 C -4.27 3.17 -1.58
33 O -2.45 3.90 -3.02
34 H -2.60 1.09 -2.65
35 H -2.62 1.67 -4.35
36 H -4.11 0.96 -3.62
37 H -4.20 3.51 -3.75
38 H -4.48 4.20 -1.33
39 H -3.57 2.86 -0.81
40 H -5.16 2.55 -1.55
41 H -1.85 3.63 -2.35
42 C 1.74 -2.33 -0.40
43 C 1.35 -2.33 -1.89
44 C 2.16 -1.31 -2.73
45 O 1.52 -1.25 -4.05
46 C 1.72 0.01 -4.67
47 N 1.45 -3.63 -2.54
48 H 1.68 -1.32 0.00
49 H 2.71 -2.72 -0.16
50 H 1.05 -2.94 0.18
51 H 0.31 -1.91 -1.93
52 H 3.14 -1.65 -3.06
53 H 2.23 -0.34 -2.22
54 H 1.08 -0.13 -5.58
55 H 2.76 0.14 -4.94
56 H 1.40 0.85 -4.00
57 H 2.40 -3.85 -2.76
58 H 1.20 -3.44 -3.55
59 C 1.00 -4.82 3.26
60 C 2.26 -4.00 3.46
61 C 1.88 -2.51 3.34
62 O 3.09 -1.73 3.54
63 C 2.89 -0.29 3.46
64 N 2.82 -4.09 4.84
65 H 1.17 -5.78 3.76
66 H 0.85 -5.15 2.26
67 H 0.05 -4.32 3.58
68 H 3.05 -4.18 2.64
69 H 1.19 -2.46 4.14
70 H 1.43 -2.35 2.35
71 H 2.59 0.04 2.54
72 H 3.85 0.24 3.78
73 H 2.13 0.02 4.20
74 H 3.50 -3.36 4.94
75 H 3.37 -4.98 4.90

Output
DFT total energy ... -1921.91283 Eh
Charge ... -1